Entry 1:
{"formula": "C8H20O2", "method": "ωB97M-V/def2-TZVPD", "homo_energy_ev": -9.72, "charge": 0, "spin_multiplicity": 1, "elements": ["C", "C", "C", "O", "C", "H", "H", "H", "H", "H", "H", "H", "H", "H", "H", "C", "C", "C", "O", "C", "H", "H", "H", "H", "H", "H", "H", "H", "H", "H"], "xyz": [[0.090, -3.738, 1.290], [-0.281, -4.472, -0.029], [0.700, -5.544, -0.313], [1.068, -6.350, 0.837], [2.243, -7.133, 0.468], [1.100, -3.355, 1.066], [0.142, -4.354, 2.203], [-0.577, -2.881, 1.480], [-1.285, -4.939, -0.037], [-0.245, -3.737, -0.855], [0.246, -6.287, -0.996], [1.590, -5.122, -0.818], [2.341, -7.853, 1.299], [3.198, -6.591, 0.358], [2.047, -7.693, -0.461], [4.244, -0.900, -1.074], [4.208, -0.434, -2.519], [4.268, -1.704, -3.329], [2.959, -2.320, -3.245], [2.892, -3.498, -4.048], [5.124, -1.562, -1.005], [3.353, -1.464, -0.751], [4.390, -0.049, -0.388], [3.275, 0.135, -2.692], [5.058, 0.262, -2.654], [4.285, -1.301, -4.360], [5.117, -2.407, -3.229], [3.027, -3.282, -5.121], [1.880, -3.909, -3.897], [3.631, -4.260, -3.747]], "nbo_charge": [-0.61, -0.42, -0.07, -0.55, -0.26, 0.20, 0.22, 0.21, 0.20, 0.21, 0.17, 0.16, 0.19, 0.17, 0.17, -0.60, -0.42, -0.08, -0.55, -0.25, 0.19, 0.22, 0.20, 0.22, 0.21, 0.16, 0.18, 0.17, 0.19, 0.17]}

---

Entry 2:
{"formula": "C8H21FIOP2Ru", "method": "ωB97M-V/def2-TZVPD", "homo_energy_ev": [-21.17, -21.85], "charge": 3, "spin_multiplicity": 5, "elements": ["C", "I", "H", "H", "H", "Ru", "P", "C", "C", "H", "H", "H", "H", "H", "H", "C", "H", "H", "H", "P", "C", "C", "H", "H", "H", "C", "H", "H", "H", "H", "H", "H", "C", "O", "F"], "xyz": [[-0.130, 1.506, -2.787], [2.565, -1.000, -3.123], [-0.683, 2.339, -2.301], [-0.754, 1.048, -3.588], [0.818, 1.846, -3.256], [0.632, -0.075, -1.573], [-1.692, -0.279, -1.220], [-1.974, -1.848, -2.133], [-2.514, -0.782, 0.349], [-3.475, -1.267, 0.142], [-3.969, 0.239, -1.960], [-2.663, 0.126, 0.937], [-3.233, 1.569, -1.037], [-1.597, -2.693, -1.539], [-1.864, -1.473, 0.891], [-3.040, 0.819, -1.815], [-3.048, -1.989, -2.305], [-2.785, 1.339, -2.744], [-1.445, -1.844, -3.094], [1.846, 0.876, 0.097], [3.541, 0.156, 0.126], [2.103, 2.664, -0.140], [0.805, 1.421, 2.220], [2.543, 1.015, 2.449], [1.348, -0.280, 2.177], [1.614, 0.751, 1.927], [1.256, 3.183, 0.321], [3.042, 2.988, 0.328], [4.210, 0.737, 0.782], [3.965, 0.095, -0.888], [2.123, 2.890, -1.210], [3.484, -0.865, 0.530], [0.856, -1.712, -0.680], [0.997, -2.781, -0.234], [-0.698, 1.313, 0.177]], "mulliken_spin": [0.46, 1.19, 0.02, 0.01, 0.07, 1.61, 0.04, 0.10, 0.02, 0.00, 0.00, 0.00, 0.00, 0.00, 0.00, 0.02, 0.03, 0.00, -0.01, -0.09, 0.00, 0.04, 0.00, 0.00, 0.00, 0.03, 0.00, 0.00, 0.00, 0.01, 0.00, 0.00, 0.00, 0.04, 0.43]}

---

Entry 3:
{"formula": "C8H21N3O10P2V", "method": "ωB97M-V/def2-TZVPD", "homo_energy_ev": [-6.85, -6.32], "charge": 0, "spin_multiplicity": 2, "elements": ["V", "O", "P", "O", "O", "O", "P", "O", "O", "O", "H", "H", "N", "C", "C", "N", "H", "H", "H", "H", "H", "H", "H", "H", "H", "O", "C", "C", "C", "C", "O", "N", "H", "H", "H", "H", "C", "C", "O", "H", "H", "H", "H", "H", "H"], "xyz": [[-0.319, -0.974, -0.432], [-2.761, -2.078, -3.451], [-1.553, -1.909, -2.428], [-1.514, -2.971, -1.398], [-1.555, -0.497, -1.907], [1.258, -1.610, -1.442], [1.061, -1.328, -2.910], [2.163, -2.101, -3.759], [-0.276, -2.064, -3.440], [1.092, 0.118, -3.260], [-2.739, -2.942, -3.857], [2.208, -3.033, -3.550], [3.489, 3.422, -0.774], [2.267, 3.305, 0.021], [1.319, 2.406, -0.771], [2.074, 1.201, -1.148], [4.205, 3.926, -0.264], [3.306, 3.935, -1.633], [3.052, 1.510, -1.256], [1.779, 4.263, 0.245], [2.531, 2.827, 0.969], [1.020, 2.916, -1.686], [0.418, 2.137, -0.214], [1.991, 0.448, -0.451], [1.680, 0.776, -2.076], [2.142, -1.155, 1.329], [1.254, -0.481, 1.826], [1.164, -0.028, 3.281], [-0.044, 0.898, 3.290], [-0.524, 0.891, 1.838], [-1.402, 1.582, 1.369], [0.241, 0.041, 1.098], [2.086, 0.477, 3.572], [1.050, -0.903, 3.921], [0.204, 1.915, 3.590], [-0.856, 0.549, 3.926], [-4.336, -1.716, 1.715], [-2.891, -2.019, 1.317], [-2.299, -0.935, 0.615], [-4.677, -2.466, 2.424], [-4.998, -1.729, 0.850], [-4.398, -0.736, 2.185], [-2.848, -2.942, 0.720], [-2.282, -2.140, 2.220], [-2.781, -0.785, -0.214]], "mulliken_spin": [0.97, 0.00, 0.00, 0.00, 0.01, 0.02, 0.00, 0.00, 0.00, 0.00, 0.00, 0.00, 0.00, 0.00, 0.00, 0.00, 0.00, 0.00, 0.00, 0.00, 0.00, 0.00, 0.00, 0.01, 0.00, 0.01, -0.01, 0.00, 0.00, -0.01, 0.01, -0.01, 0.00, 0.00, 0.00, 0.00, 0.00, 0.00, 0.00, 0.00, 0.00, 0.00, 0.00, 0.00, 0.00]}

---

Entry 4:
{"formula": "C8H21NOSi", "method": "ωB97M-V/def2-TZVPD", "homo_energy_ev": -9.00, "charge": 0, "spin_multiplicity": 1, "elements": ["C", "C", "N", "Si", "C", "C", "C", "C", "C", "O", "C", "H", "H", "H", "H", "H", "H", "H", "H", "H", "H", "H", "H", "H", "H", "H", "H", "H", "H", "H", "H", "H"], "xyz": [[-2.576, 2.615, 1.274], [-2.272, 1.907, -0.075], [-0.829, 2.041, -0.535], [0.397, 0.890, -0.174], [-0.139, -0.862, 0.330], [0.517, -2.011, -0.445], [0.336, -1.841, -2.051], [1.990, -2.168, -0.215], [-0.220, -3.332, -0.063], [1.259, 1.275, 1.219], [1.980, 2.392, 1.327], [-2.074, 3.620, 1.119], [-3.702, 2.700, 1.249], [-2.208, 2.294, 2.227], [-2.495, 0.806, -0.031], [-2.852, 2.458, -0.848], [-0.573, 3.059, -0.657], [1.182, 1.288, -1.431], [-1.255, -1.086, 0.428], [0.264, -1.004, 1.326], [-0.762, -1.888, -2.271], [0.693, -2.739, -2.441], [0.818, -0.895, -2.436], [2.143, -2.296, 0.884], [2.443, -2.961, -0.802], [2.459, -1.366, -0.531], [-0.102, -3.717, 0.909], [-1.239, -3.311, -0.497], [0.412, -4.079, -0.639], [2.910, 2.332, 0.768], [2.036, 2.736, 2.328], [1.458, 3.144, 0.753]], "nbo_charge": [-0.63, -0.20, -1.12, 1.79, -0.90, 0.00, -0.62, -0.61, -0.62, -0.89, -0.22, 0.20, 0.21, 0.22, 0.19, 0.19, 0.40, -0.22, 0.24, 0.25, 0.20, 0.20, 0.22, 0.20, 0.21, 0.20, 0.22, 0.21, 0.20, 0.16, 0.18, 0.14]}

---

Entry 5:
{"formula": "C8H21NP", "method": "ωB97M-V/def2-TZVPD", "homo_energy_ev": [-12.12, -12.12], "charge": 1, "spin_multiplicity": 1, "elements": ["C", "C", "C", "C", "C", "C", "C", "C", "N", "P", "H", "H", "H", "H", "H", "H", "H", "H", "H", "H", "H", "H", "H", "H", "H", "H", "H", "H", "H", "H", "H"], "xyz": [[3.323, 0.360, 0.119], [2.189, -1.762, 0.859], [0.071, 3.020, 0.357], [-2.305, 2.081, 0.245], [1.120, -0.162, -0.811], [-1.946, -1.955, -0.803], [2.451, -0.807, -0.290], [-0.795, 1.971, -0.300], [-2.741, -2.796, 0.185], [-0.237, 0.273, 0.341], [3.600, 0.947, -0.772], [2.991, 0.975, 0.929], [4.288, -0.079, 0.437], [1.679, -2.662, 0.612], [1.690, -1.400, 1.727], [3.131, -2.094, 1.271], [-0.555, 3.891, 0.216], [0.412, 2.810, 1.314], [0.972, 3.229, -0.296], [-2.586, 3.136, 0.245], [-2.457, 1.745, 1.287], [-2.961, 1.475, -0.482], [1.179, 0.593, -1.588], [0.546, -0.794, -1.435], [-2.617, -1.760, -1.626], [-1.159, -2.597, -1.194], [2.903, -1.215, -1.169], [-0.976, 2.001, -1.437], [-3.247, -2.048, 0.768], [-2.120, -2.936, 0.955], [-3.404, -3.537, -0.134]], "nbo_charge": [-0.61, -0.63, -0.64, -0.62, -0.83, -0.51, -0.21, -0.55, -0.73, 1.00, 0.22, 0.21, 0.22, 0.21, 0.22, 0.23, 0.24, 0.23, 0.23, 0.23, 0.21, 0.22, 0.25, 0.27, 0.19, 0.18, 0.23, 0.25, 0.44, 0.44, 0.44]}

---

Entry 6:
{"formula": "C8H21NSi", "method": "ωB97M-V/def2-TZVPD", "homo_energy_ev": -7.01, "charge": 0, "spin_multiplicity": 1, "elements": ["C", "C", "C", "C", "C", "C", "C", "C", "N", "Si", "H", "H", "H", "H", "H", "H", "H", "H", "H", "H", "H", "H", "H", "H", "H", "H", "H", "H", "H", "H", "H"], "xyz": [[-0.227, -2.370, 1.311], [-1.308, 1.793, 0.646], [-3.002, 0.778, -0.807], [1.810, 1.270, -1.874], [2.688, 0.388, 1.030], [-1.176, -1.204, 1.040], [-1.458, 0.881, -0.530], [-0.869, -0.533, -0.358], [2.578, -1.589, -1.034], [1.859, -0.132, -0.546], [0.960, -2.101, 1.260], [-0.289, -3.004, 2.301], [-0.202, -3.010, 0.408], [-1.892, 1.552, 1.440], [-1.774, 2.828, 0.355], [-0.261, 1.975, 0.945], [-3.367, 1.552, -1.564], [-3.379, -0.207, -1.112], [-3.461, 1.067, 0.164], [2.707, 2.001, -1.667], [1.929, 1.087, -2.955], [0.823, 1.822, -1.707], [2.526, 1.527, 1.320], [2.166, -0.049, 1.932], [3.815, 0.071, 1.053], [-1.053, -0.418, 1.779], [-2.202, -1.600, 1.195], [-0.909, 1.182, -1.474], [-0.925, -1.087, -1.245], [2.361, -2.008, -1.988], [2.695, -2.404, -0.360]], "nbo_charge": [-0.60, -0.61, -0.62, -1.15, -1.22, -0.47, -0.28, -0.35, -1.35, 1.71, 0.18, 0.21, 0.20, 0.20, 0.20, 0.21, 0.21, 0.21, 0.20, 0.24, 0.25, 0.25, 0.26, 0.26, 0.26, 0.20, 0.20, 0.20, 0.18, 0.41, 0.41]}

---

In the order shown, the computed ΔE to the lowest compared entry with this formula, charge and spin values come out to 243.7, 96.6, 164.4, 171.6, 277.9, 274.9 kJ/mol.